Record 1
{
  "formula": "C2H7N5O",
  "method": "ωB97M-V/def2-TZVPD",
  "lumo_ev": 0.95,
  "spin_multiplicity": 1,
  "relative_energy_kcal_mol": 91.6,
  "gap_ha": 0.331,
  "smiles": "N/N=C/N(N)/C=N\\O",
  "symbols": ["C", "C", "H", "H", "H", "H", "H", "H", "H", "N", "N", "N", "N", "N", "O"],
  "xyz": [[-0.929, -0.391, -0.136], [1.373, -0.939, -0.317], [-3.904, 0.385, -0.033], [-3.209, -0.352, 1.191], [-1.100, -1.500, -0.272], [-0.109, 1.766, -0.103], [1.552, 1.449, 0.017], [0.898, -1.894, -0.429], [3.868, 0.419, 0.334], [-3.174, -0.300, 0.144], [-1.907, 0.425, -0.002], [0.398, 0.007, -0.321], [0.686, 1.329, -0.481], [2.612, -0.848, -0.049], [2.945, 0.443, 0.459]],
  "lowdin_charge": [-0.181, -0.194, 0.056, 0.082, 0.141, 0.053, 0.060, 0.115, 0.069, -0.032, -0.055, -0.170, 0.114, 0.028, -0.084]
}


Record 2
{
  "formula": "C2H7N5O",
  "method": "ωB97M-V/def2-TZVPD",
  "lumo_ev": 0.51,
  "spin_multiplicity": 1,
  "relative_energy_kcal_mol": 258.1,
  "gap_ha": 0.316,
  "symbols": ["C", "C", "H", "H", "H", "H", "H", "H", "H", "N", "N", "N", "N", "N", "O"],
  "xyz": [[-1.673, 0.368, 0.275], [1.817, -0.773, -0.252], [-2.618, -1.496, -0.515], [-3.794, 0.281, -0.831], [-2.521, 2.209, -0.547], [-0.619, -1.552, 1.418], [2.194, -1.965, -0.389], [3.822, -0.445, -0.477], [1.872, 1.581, 0.809], [-2.890, -0.239, -0.354], [-1.522, 1.703, 0.186], [-0.637, -0.770, 0.641], [0.586, -0.110, 0.045], [2.996, -0.149, -0.011], [2.989, 1.357, 0.002]],
  "lowdin_charge": [-0.500, -0.199, 0.188, 0.125, 0.164, 0.151, 0.166, 0.105, 0.313, -0.086, -0.012, -0.072, -0.056, -0.095, -0.192]
}


Record 3
{
  "formula": "C2H7N5O",
  "method": "ωB97M-V/def2-TZVPD",
  "lumo_ev": [-0.74, -0.74],
  "spin_multiplicity": 1,
  "relative_energy_kcal_mol": 82.3,
  "gap_ha": [0.298, 0.298],
  "symbols": ["N", "C", "C", "N", "N", "N", "N", "O", "H", "H", "H", "H", "H", "H", "H"],
  "xyz": [[0.654, 0.875, -0.888], [0.550, -0.264, 0.223], [-1.143, -0.273, -0.025], [0.733, 2.201, -0.465], [1.102, -1.433, -0.396], [-1.894, -0.985, 0.835], [-1.328, 0.412, -1.039], [0.904, 0.032, 1.377], [1.405, 0.686, -1.554], [1.551, 2.335, 0.125], [-0.093, 2.389, 0.094], [0.560, -1.823, -1.156], [1.346, -2.130, 0.294], [-1.453, -1.167, 1.727], [-2.894, -0.856, 0.847]],
  "lowdin_charge": [-0.067, -0.718, -0.431, 0.034, 0.125, 0.145, 0.252, -0.019, 0.126, 0.090, 0.077, 0.085, 0.090, 0.105, 0.104]
}


Record 4
{
  "formula": "C2H7NO",
  "method": "ωB97M-V/def2-TZVPD",
  "lumo_ev": [2.87, 3.02],
  "spin_multiplicity": 2,
  "total_charge": -1,
  "relative_energy_kcal_mol": 19.7,
  "gap_ha": [0.049, 0.258],
  "symbols": ["C", "C", "N", "H", "H", "H", "H", "H", "H", "H", "O"],
  "xyz": [[-2.158, -0.767, 0.990], [-3.118, -0.897, 0.040], [-2.963, -1.624, -1.125], [-2.430, -0.062, 1.768], [-1.219, -1.293, 1.008], [-4.100, -0.515, 0.277], [-1.978, -1.792, -1.252], [-3.653, -1.393, -1.847], [6.023, 3.233, -0.178], [6.680, 2.723, 1.099], [6.646, 2.566, 0.142]],
  "lowdin_charge": [-0.173, -0.626, -0.083, -0.002, 0.009, 0.025, 0.016, -0.051, 0.015, 0.017, -0.145]
}


Record 5
{
  "formula": "C2H7NO",
  "method": "ωB97M-V/def2-TZVPD",
  "lumo_ev": 0.88,
  "spin_multiplicity": 1,
  "relative_energy_kcal_mol": 35.1,
  "gap_ha": 0.367,
  "smiles": "C=CO.N",
  "symbols": ["N", "H", "H", "H", "C", "C", "O", "H", "H", "H", "H"],
  "xyz": [[-2.023, -0.327, -0.747], [-2.483, -1.114, -1.140], [-2.606, 0.518, -0.941], [-2.151, -0.531, 0.240], [1.389, 0.028, 1.201], [1.565, 0.606, 0.012], [1.164, -0.129, -1.075], [1.485, 0.547, 2.182], [1.495, -1.066, 1.379], [1.925, 1.670, -0.111], [0.241, -0.201, -1.000]],
  "lowdin_charge": [0.024, 0.002, 0.048, 0.021, -0.021, -0.277, -0.040, 0.052, 0.069, 0.120, 0.003]
}


Record 6
{
  "formula": "C2H7NO2",
  "method": "ωB97M-V/def2-TZVPD",
  "lumo_ev": [-3.52, -9.80],
  "spin_multiplicity": 2,
  "total_charge": 1,
  "relative_energy_kcal_mol": 64.4,
  "gap_ha": [0.380, 0.149],
  "symbols": ["O", "C", "H", "H", "N", "C", "O", "H", "H", "H", "H", "H"],
  "xyz": [[2.334, -0.399, -1.006], [2.800, 0.715, -1.255], [2.436, 1.722, -0.725], [3.515, 0.861, -2.116], [-2.011, -0.258, 1.641], [-1.139, -0.653, 0.598], [-0.849, 0.439, -0.279], [-2.861, -0.796, 1.505], [-2.364, 0.722, 1.481], [-1.516, -1.507, -0.016], [-0.211, -0.999, 0.899], [-0.134, 0.154, -0.730]],
  "lowdin_charge": [-0.060, -0.104, 0.119, 0.098, 0.274, -0.181, 0.130, 0.145, 0.181, 0.211, 0.158, 0.028]
}


Record 7
{
  "formula": "C2H7NO2S2",
  "method": "ωB97M-V/def2-TZVPD",
  "lumo_ev": -0.13,
  "spin_multiplicity": 1,
  "relative_energy_kcal_mol": 99.0,
  "gap_ha": 0.312,
  "smiles": "C[S@@](=N)(=O)O.C=S",
  "symbols": ["C", "C", "N", "O", "O", "S", "S", "H", "H", "H", "H", "H", "H", "H"],
  "xyz": [[-2.208, 0.786, 0.495], [2.533, -1.112, -0.075], [0.147, -0.631, 0.846], [-0.018, 1.502, -0.576], [-1.035, -0.631, -1.400], [3.214, 0.341, 0.234], [-0.720, 0.064, -0.175], [-2.637, 1.537, -0.325], [-2.930, -0.023, 0.907], [-1.698, 1.281, 1.239], [2.335, -1.839, 0.755], [2.275, -1.330, -1.103], [0.170, -1.514, 0.479], [0.572, 1.568, -1.302]],
  "lowdin_charge": [-0.148, -0.592, -0.196, -0.207, -0.336, 0.575, 0.598, 0.127, 0.115, 0.008, 0.026, 0.002, -0.029, 0.058]
}


Record 8
{
  "formula": "C2H7NO3",
  "method": "ωB97M-V/def2-TZVPD",
  "lumo_ev": 0.63,
  "spin_multiplicity": 1,
  "relative_energy_kcal_mol": 129.8,
  "gap_ha": 0.350,
  "symbols": ["C", "C", "N", "O", "O", "O", "H", "H", "H", "H", "H", "H", "H"],
  "xyz": [[0.195, -0.393, 1.011], [-0.900, -0.478, 0.056], [0.287, 1.090, -2.226], [-0.120, 0.897, -0.919], [-0.095, 0.099, 2.297], [1.003, -1.518, 1.056], [-0.271, 1.045, 2.229], [1.613, -1.474, 1.802], [0.744, 0.479, 0.369], [0.846, 0.318, -2.583], [-0.544, 1.264, -2.791], [-0.925, -1.342, -0.600], [-1.833, 0.012, 0.300]],
  "lowdin_charge": [-0.540, 0.113, -0.026, -0.318, 0.006, 0.019, 0.102, 0.106, 0.168, 0.078, 0.075, 0.110, 0.106]
}


Record 9
{
  "formula": "C2H7NO3",
  "method": "ωB97M-V/def2-TZVPD",
  "lumo_ev": 0.66,
  "spin_multiplicity": 1,
  "relative_energy_kcal_mol": 16.3,
  "gap_ha": 0.393,
  "smiles": "CNC(=O)O.O",
  "symbols": ["C", "N", "C", "O", "O", "H", "H", "H", "H", "H", "H", "H", "O"],
  "xyz": [[-0.685, 1.217, 1.908], [-1.072, 0.685, 0.615], [-0.191, -0.001, -0.199], [0.661, -0.845, 0.500], [-0.191, 0.085, -1.391], [-0.037, 0.504, 2.407], [-1.528, 1.416, 2.560], [-0.072, 2.121, 1.794], [-1.706, 1.217, 0.065], [0.026, -1.403, 0.977], [0.971, -1.218, -3.043], [2.055, -2.144, -3.486], [1.769, -1.633, -2.705]],
  "lowdin_charge": [-0.079, 0.012, -0.585, 0.076, 0.112, 0.077, 0.079, 0.090, 0.126, 0.117, 0.010, 0.039, -0.075]
}


Record 10
{
  "formula": "C2H7NO3",
  "method": "ωB97M-V/def2-TZVPD",
  "lumo_ev": [-3.58, -8.91],
  "spin_multiplicity": 2,
  "total_charge": 1,
  "relative_energy_kcal_mol": 7.8,
  "gap_ha": [0.434, 0.238],
  "symbols": ["O", "C", "O", "C", "N", "H", "H", "H", "H", "H", "H", "H", "O"],
  "xyz": [[-0.130, 1.470, 0.880], [-0.243, 0.358, 1.317], [-0.997, -0.050, 2.307], [0.564, -0.791, 0.702], [1.269, -0.172, -0.392], [-1.411, 0.748, 2.704], [1.301, -1.292, 1.324], [-0.144, -1.537, 0.344], [0.843, 0.027, -1.318], [1.831, 0.619, -0.053], [-0.995, -1.150, -3.721], [0.455, -0.985, -4.122], [-0.308, -0.472, -3.811]],
  "lowdin_charge": [0.155, -0.517, 0.185, -0.041, 0.356, 0.176, 0.163, 0.155, 0.169, 0.171, 0.047, 0.047, -0.064]
}


Record 11
{
  "formula": "C2H7NO3S",
  "method": "ωB97M-V/def2-TZVPD",
  "lumo_ev": 0.44,
  "spin_multiplicity": 1,
  "relative_energy_kcal_mol": 5.5,
  "gap_ha": 0.416,
  "smiles": "CCOS(N)(=O)=O",
  "symbols": ["C", "C", "H", "H", "H", "H", "H", "H", "H", "N", "O", "O", "O", "S"],
  "xyz": [[-1.159, 1.703, -0.337], [0.236, 1.165, 0.024], [-1.453, 2.618, 0.254], [-1.250, 1.998, -1.407], [-1.841, 0.876, -0.113], [0.342, 1.098, 1.116], [1.022, 1.849, -0.383], [2.069, -1.797, 0.714], [1.632, -2.515, -0.805], [1.371, -2.322, 0.167], [0.363, -0.097, -0.579], [-0.278, -1.056, 1.591], [-1.039, -2.092, -0.491], [-0.016, -1.427, 0.249]],
  "lowdin_charge": [-0.071, -0.298, 0.093, 0.085, 0.073, 0.109, 0.130, 0.088, 0.089, -0.054, -0.262, -0.258, -0.258, 0.534]
}


Record 12
{
  "formula": "C2H7NO3S",
  "method": "ωB97M-V/def2-TZVPD",
  "lumo_ev": 0.37,
  "spin_multiplicity": 1,
  "relative_energy_kcal_mol": 69.9,
  "gap_ha": 0.390,
  "symbols": ["C", "C", "H", "H", "H", "H", "H", "H", "H", "N", "O", "O", "O", "S"],
  "xyz": [[-1.794, 0.464, -0.161], [-1.007, -0.848, 0.066], [-2.871, 0.256, -0.373], [-1.709, 1.015, 0.988], [-1.602, 1.375, -1.019], [-0.843, -1.390, -0.996], [-1.430, -1.499, 0.877], [2.617, -0.574, 1.177], [2.848, 1.231, 0.732], [2.507, 0.222, 0.467], [0.264, -0.362, 0.731], [1.205, -1.150, -1.264], [0.624, 1.293, -0.864], [1.192, -0.032, -0.362]],
  "lowdin_charge": [-0.143, -0.216, 0.052, 0.144, 0.142, 0.158, 0.131, 0.127, 0.159, -0.095, -0.291, -0.284, -0.350, 0.466]
}